3 unconnected molecules or ions with the total composition C14H26ClN4O10S3. Source: the Open Molecules 2025 dataset; level of theory: ωB97M-V/def2-TZVPD.

ORCA input file:
```
! RIJCOSX wB97M-V def2-TZVPD def2/J DEFGRID3
* xyz 1 1
C 1.614 -4.849 2.819
C 2.512 -3.476 2.847
O 3.183 -3.341 1.545
C 1.599 -2.092 3.056
N 0.682 -1.823 1.846
C 1.157 -0.995 0.669
C 1.659 0.533 1.109
C 0.661 1.261 2.193
S 1.409 1.375 3.944
C -0.579 -2.371 1.891
N -1.177 -3.194 3.045
C -2.584 -3.698 2.779
N -2.794 -3.098 1.384
C -4.037 -3.267 0.540
C -5.334 -2.389 1.025
O -5.975 -1.663 0.069
Cl -5.978 -2.254 2.758
N -1.707 -2.346 0.881
H 0.854 -4.805 1.903
H 2.284 -5.811 2.705
H 0.918 -4.886 3.788
H 3.268 -3.572 3.750
H 4.026 -3.882 1.576
H 2.406 -1.218 3.148
H 1.003 -2.086 4.064
H 0.293 -0.878 -0.141
H 2.068 -1.487 0.084
H 1.690 1.253 0.157
H 2.748 0.534 1.552
H -0.404 0.773 2.256
H 0.541 2.394 1.848
H 0.941 0.202 4.619
H -3.297 -4.350 3.444
H -3.743 -2.944 -0.570
H -4.242 -4.442 0.488
H -1.650 -1.861 -0.049
C 2.890 5.194 -2.874
C 2.121 3.901 -3.131
O 2.792 2.908 -2.359
S 3.403 3.604 -1.016
O 2.478 3.375 0.071
O 4.809 3.283 -0.934
O 3.251 5.155 -1.495
H 3.810 5.230 -3.466
H 2.287 6.081 -3.085
H 2.110 3.625 -4.188
H 1.091 3.975 -2.764
C -2.567 1.486 -4.109
C -2.868 2.506 -3.014
O -1.872 3.515 -3.159
S -1.475 3.645 -4.736
O -2.225 4.745 -5.301
O -0.041 3.525 -4.857
O -2.157 2.253 -5.240
H -1.737 0.833 -3.822
H -3.440 0.877 -4.357
H -2.829 2.067 -2.014
H -3.847 2.972 -3.168
*
```

Computed properties:
energy	-3174.61439	Ha
Kohn-Sham gap	7.3241	eV

The net atomic charges from natural (NBO), expressed in e, are:
1 C -0.6619
2 C 0.0955
3 O -0.7520
4 C -0.2634
5 N -0.4245
6 C -0.2293
7 C -0.4551
8 C -0.5421
9 S -0.0529
10 C 0.6410
11 N -0.5048
12 C 0.2579
13 N -0.2150
14 C -0.3216
15 C 0.4801
16 O -0.4743
17 Cl 0.0149
18 N -0.4211
19 H 0.2046
20 H 0.2392
21 H 0.2322
22 H 0.2017
23 H 0.4933
24 H 0.2695
25 H 0.2580
26 H 0.1906
27 H 0.2740
28 H 0.2693
29 H 0.2483
30 H 0.2160
31 H 0.2688
32 H 0.1258
33 H 0.3163
34 H 0.2729
35 H 0.2807
36 H 0.4583
37 C -0.1043
38 C -0.1017
39 O -0.6824
40 S 2.4992
41 O -0.9151
42 O -0.8647
43 O -0.6683
44 H 0.1963
45 H 0.2201
46 H 0.2359
47 H 0.1910
48 C -0.1007
49 C -0.1030
50 O -0.6768
51 S 2.4975
52 O -0.8565
53 O -0.9012
54 O -0.6656
55 H 0.1813
56 H 0.2186
57 H 0.2053
58 H 0.2040



A gas-phase ion, C3H7N2O2 (charge +1). Source: the Open Molecules 2025 dataset; level of theory: ωB97M-V/def2-TZVPD.

ORCA input file:
```
! RIJCOSX wB97M-V def2-TZVPD def2/J DEFGRID3
* xyz 1 1
C -1.364 0.689 0.718
C 0.438 -0.406 1.499
C -0.133 -0.468 -0.945
N -1.277 0.332 -0.503
N 0.950 -0.240 0.065
O 1.153 0.457 2.196
O 0.260 -0.037 -2.179
H -2.228 1.240 1.062
H -0.410 -1.533 -0.890
H -1.938 0.541 -1.261
H 1.351 0.707 -0.053
H 1.712 -0.914 -0.061
H 0.967 0.370 3.140
H 0.517 -0.740 -2.789
*
```

Computed properties:
energy	-378.09948	Ha
Kohn-Sham gap	9.0272	eV
energy relative to the best compared isomer or geometry (same formula, charge and spin)	96.9	kcal/mol

The net atomic charges from natural (NBO), expressed in e, are:
1 C 0.0791
2 C 0.2807
3 C 0.3946
4 N -0.5306
5 N -0.6287
6 O -0.6935
7 O -0.6825
8 H 0.2031
9 H 0.2106
10 H 0.4281
11 H 0.4359
12 H 0.4538
13 H 0.5302
14 H 0.5192



C6H11N in the gas phase. Source: the Open Molecules 2025 dataset; level of theory: ωB97M-V/def2-TZVPD.

ORCA input file:
```
! RIJCOSX wB97M-V def2-TZVPD def2/J DEFGRID3
* xyz 0 1
C -2.569 0.171 0.189
C -1.303 -0.554 -0.263
C 0.003 0.132 0.181
C 0.073 1.499 -0.362
N 0.126 2.564 -0.813
C 1.257 -0.668 -0.221
C 2.566 -0.061 0.279
H -3.466 -0.365 -0.137
H -2.617 1.183 -0.227
H -2.611 0.255 1.281
H -1.291 -1.573 0.143
H -1.296 -0.652 -1.355
H -0.011 0.229 1.276
H 1.139 -1.682 0.179
H 1.280 -0.762 -1.314
H 2.574 0.021 1.372
H 3.422 -0.679 -0.012
H 2.723 0.941 -0.133
*
```

Computed properties:
energy	-289.97115	Ha
Kohn-Sham gap	12.3569	eV
SMILES string	CCC(C#N)CC
energy relative to the best compared isomer or geometry (same formula, charge and spin)	0.3	kcal/mol

The net atomic charges from natural (NBO), expressed in e, are:
1 C -0.6129
2 C -0.3748
3 C -0.3258
4 C 0.2925
5 N -0.3380
6 C -0.3748
7 C -0.6128
8 H 0.2175
9 H 0.2192
10 H 0.2040
11 H 0.2068
12 H 0.2081
13 H 0.2355
14 H 0.2068
15 H 0.2082
16 H 0.2039
17 H 0.2175
18 H 0.2190



A gas-phase ion, C4H5O2 (charge +1). Source: the Open Molecules 2025 dataset; level of theory: ωB97M-V/def2-TZVPD.

ORCA input file:
```
! RIJCOSX wB97M-V def2-TZVPD def2/J DEFGRID3
* xyz 1 1
O 2.545 -0.138 -0.068
C 1.524 0.233 0.577
C -0.341 0.397 -0.663
C -1.430 0.395 0.074
C -2.525 0.248 0.770
H 3.160 -0.683 0.451
H 1.357 -0.055 1.624
H -0.243 0.421 -1.744
H -2.759 -0.707 1.247
H -3.192 1.095 0.946
O 0.726 1.076 -0.010
*
```

Computed properties:
energy	-305.49334	Ha
Kohn-Sham gap	8.7746	eV
energy relative to the best compared isomer or geometry (same formula, charge and spin)	64.6	kcal/mol

The net atomic charges from natural (NBO), expressed in e, are:
1 O -0.5099
2 C 0.8013
3 C -0.0815
4 C 0.0808
5 C -0.3683
6 H 0.5447
7 H 0.2071
8 H 0.2577
9 H 0.2593
10 H 0.2640
11 O -0.4552



Copy entry 1 word for word.
3 unconnected molecules or ions with the total composition C14H26ClN4O10S3. Source: the Open Molecules 2025 dataset; level of theory: ωB97M-V/def2-TZVPD.

ORCA input file:
```
! RIJCOSX wB97M-V def2-TZVPD def2/J DEFGRID3
* xyz 1 1
C 1.614 -4.849 2.819
C 2.512 -3.476 2.847
O 3.183 -3.341 1.545
C 1.599 -2.092 3.056
N 0.682 -1.823 1.846
C 1.157 -0.995 0.669
C 1.659 0.533 1.109
C 0.661 1.261 2.193
S 1.409 1.375 3.944
C -0.579 -2.371 1.891
N -1.177 -3.194 3.045
C -2.584 -3.698 2.779
N -2.794 -3.098 1.384
C -4.037 -3.267 0.540
C -5.334 -2.389 1.025
O -5.975 -1.663 0.069
Cl -5.978 -2.254 2.758
N -1.707 -2.346 0.881
H 0.854 -4.805 1.903
H 2.284 -5.811 2.705
H 0.918 -4.886 3.788
H 3.268 -3.572 3.750
H 4.026 -3.882 1.576
H 2.406 -1.218 3.148
H 1.003 -2.086 4.064
H 0.293 -0.878 -0.141
H 2.068 -1.487 0.084
H 1.690 1.253 0.157
H 2.748 0.534 1.552
H -0.404 0.773 2.256
H 0.541 2.394 1.848
H 0.941 0.202 4.619
H -3.297 -4.350 3.444
H -3.743 -2.944 -0.570
H -4.242 -4.442 0.488
H -1.650 -1.861 -0.049
C 2.890 5.194 -2.874
C 2.121 3.901 -3.131
O 2.792 2.908 -2.359
S 3.403 3.604 -1.016
O 2.478 3.375 0.071
O 4.809 3.283 -0.934
O 3.251 5.155 -1.495
H 3.810 5.230 -3.466
H 2.287 6.081 -3.085
H 2.110 3.625 -4.188
H 1.091 3.975 -2.764
C -2.567 1.486 -4.109
C -2.868 2.506 -3.014
O -1.872 3.515 -3.159
S -1.475 3.645 -4.736
O -2.225 4.745 -5.301
O -0.041 3.525 -4.857
O -2.157 2.253 -5.240
H -1.737 0.833 -3.822
H -3.440 0.877 -4.357
H -2.829 2.067 -2.014
H -3.847 2.972 -3.168
*
```

Computed properties:
energy	-3174.61439	Ha
Kohn-Sham gap	7.3241	eV

The net atomic charges from natural (NBO), expressed in e, are:
1 C -0.6619
2 C 0.0955
3 O -0.7520
4 C -0.2634
5 N -0.4245
6 C -0.2293
7 C -0.4551
8 C -0.5421
9 S -0.0529
10 C 0.6410
11 N -0.5048
12 C 0.2579
13 N -0.2150
14 C -0.3216
15 C 0.4801
16 O -0.4743
17 Cl 0.0149
18 N -0.4211
19 H 0.2046
20 H 0.2392
21 H 0.2322
22 H 0.2017
23 H 0.4933
24 H 0.2695
25 H 0.2580
26 H 0.1906
27 H 0.2740
28 H 0.2693
29 H 0.2483
30 H 0.2160
31 H 0.2688
32 H 0.1258
33 H 0.3163
34 H 0.2729
35 H 0.2807
36 H 0.4583
37 C -0.1043
38 C -0.1017
39 O -0.6824
40 S 2.4992
41 O -0.9151
42 O -0.8647
43 O -0.6683
44 H 0.1963
45 H 0.2201
46 H 0.2359
47 H 0.1910
48 C -0.1007
49 C -0.1030
50 O -0.6768
51 S 2.4975
52 O -0.8565
53 O -0.9012
54 O -0.6656
55 H 0.1813
56 H 0.2186
57 H 0.2053
58 H 0.2040



> What is the formula in the first record?

C14H26ClN4O10S3



> Which formula does entry 4 have?

C4H5O2